No. 1
18
Properties=species:S:1:pos:R:3:forces:R:3 method="wB97M-V/def2-TZVPD" smiles="C[C@@H](O)CC(=O)O.O" e_homo_ev=-10.297 lumo_ev=0.55 multiplicity=1 relative_energy_kcal_mol=0.0
O 1.5196 1.1475 0.5081 0.349 0.289 -0.014
C 0.3162 1.0706 0.5113 -0.937 -0.632 0.137
O -0.3879 0.8807 1.6453 0.475 0.733 -0.628
C -0.5155 0.9496 -0.7397 0.292 -0.762 0.692
C -0.7364 -0.5816 -0.9637 0.740 0.436 -0.068
C -1.2152 -0.8364 -2.3777 0.926 0.052 -0.481
O 0.4711 -1.3274 -0.7769 -0.059 0.092 -0.144
H 0.3048 0.9452 2.3234 -0.100 -0.466 0.650
H 0.0904 1.3822 -1.5300 -0.284 0.052 -0.298
H -1.4922 1.4087 -0.6048 0.075 0.220 -0.198
H -1.4053 -0.9301 -0.1780 -0.379 -0.021 -0.186
H -0.4683 -0.4174 -3.0723 -0.206 0.229 0.273
H -2.1702 -0.3799 -2.6124 -0.282 -0.208 0.058
H -1.1417 -1.8951 -2.6205 -0.631 -0.144 0.262
H 1.2030 -0.7351 -0.5709 0.052 0.007 -0.003
H 1.5807 -0.4624 4.3872 0.143 -0.086 0.294
H 2.4794 -0.0587 3.1900 -0.025 -0.036 0.082
O 1.5676 -0.1604 3.4816 -0.149 0.246 -0.428

***

No. 2
7
Properties=species:S:1:pos:R:3:forces:R:3 method="wB97M-V/def2-TZVPD" charge=-1 e_homo_ev=-4.914 lumo_ev=2.97 multiplicity=1 relative_energy_kcal_mol=91.9
N 1.0732 -1.1797 0.0301 -7.164 2.108 2.712
O 1.2946 -2.1795 0.6255 2.346 -2.117 -0.069
O -0.3058 -0.7734 0.2980 2.446 0.253 -0.671
O 1.7279 -0.4157 -0.5816 2.286 0.498 -1.436
O -1.0075 1.0362 -1.4930 -0.968 1.393 1.425
S -2.0570 2.0000 1.2413 0.339 -0.602 -1.426
S -0.7255 1.5121 -0.1202 0.715 -1.533 -0.535

***

No. 3
17
Properties=species:S:1:pos:R:3:forces:R:3 method="wB97M-V/def2-TZVPD" smiles=C#C[C@](C)(O)CC e_homo_ev=-10.010 lumo_ev=0.97 multiplicity=1 relative_energy_kcal_mol=43.5
C 2.1259 0.3044 0.0143 -0.014 0.034 0.060
C 0.9083 -0.3747 -0.6013 -0.102 0.018 -0.035
C -0.3704 -0.1999 0.2358 -0.343 -0.009 -0.341
C -1.5582 -0.9309 -0.3742 -0.089 -0.801 -0.005
O -0.2028 -0.7945 1.5196 -0.174 -0.099 0.095
C -0.8125 1.2011 0.3077 0.192 0.759 0.282
C -1.2670 2.3149 0.2849 0.346 -0.332 0.112
H 3.0244 0.1143 -0.5829 -0.163 0.036 0.101
H 2.2955 -0.0750 1.0261 0.014 0.065 -0.120
H 1.9757 1.3879 0.0754 0.039 -0.152 -0.004
H 1.0896 -1.4548 -0.7034 -0.104 0.200 0.057
H 0.7138 0.0183 -1.6069 0.036 -0.032 0.125
H -2.4714 -0.6757 0.1912 0.388 -0.109 -0.173
H -1.7219 -0.5827 -1.4198 0.166 -0.995 0.559
H -1.3059 -2.0291 -0.1409 -0.726 1.169 -1.437
H -0.8167 -1.5475 1.4603 0.573 0.339 0.772
H -1.6065 3.3239 0.3139 -0.040 -0.088 -0.048

***

No. 4
12
Properties=species:S:1:pos:R:3:forces:R:3 method="wB97M-V/def2-TZVPD" e_homo_ev=-9.695 lumo_ev=0.75 multiplicity=1 relative_energy_kcal_mol=80.6
C -1.9331 -0.8544 -0.0421 2.794 0.805 1.417
C -0.3620 -0.3703 0.1035 -1.939 -2.568 -0.153
C -1.0397 0.9801 0.1463 0.748 0.480 -4.386
C 1.9842 -0.2507 -0.0816 2.060 -1.090 0.211
N -2.4142 0.3281 -0.0154 1.223 0.507 -0.472
N 0.7411 -0.9874 0.0584 -1.275 1.288 0.302
H -2.4728 -1.7708 0.1301 -0.210 -0.358 -0.541
H -1.0203 1.4747 1.0371 0.290 1.425 2.484
H -0.5815 1.6880 -0.7144 -1.623 -1.293 1.737
H 2.8907 -0.8429 0.4028 -2.018 1.234 -1.086
H 2.1014 0.8126 0.1303 -0.679 0.100 0.975
H 2.1063 -0.2069 -1.1549 0.629 -0.531 -0.489

***

No. 5
17
Properties=species:S:1:pos:R:3:forces:R:3 method="wB97M-V/def2-TZVPD" e_homo_ev=-9.648 lumo_ev=0.40 multiplicity=1 relative_energy_kcal_mol=141.2
C 0.3918 0.1216 0.3305 0.622 -2.400 0.586
C -0.4862 -0.7121 -0.7050 0.925 -1.688 -0.339
C -1.4736 0.4070 -0.6560 -6.370 -3.489 1.979
C -0.5347 1.2734 0.1136 -2.594 1.461 2.947
C 1.8595 0.4297 -0.0835 -3.952 -10.120 -0.911
H 0.5987 -1.4858 1.8589 0.036 3.307 -1.286
H -0.5965 -0.4706 1.9996 -0.862 0.678 0.102
H -1.0382 -2.0157 -0.3452 2.388 3.959 -1.581
H 0.0210 -0.3897 -1.7263 -0.714 -2.366 1.384
H -2.5657 0.0405 -0.0020 3.249 1.230 -1.621
H -1.8703 0.4223 -1.6664 -0.166 1.760 0.016
H -1.0068 1.8152 1.1314 1.574 -1.199 -3.011
H -0.1734 1.8859 -0.6334 1.311 2.343 -0.689
H 1.6270 -1.5645 -0.7042 4.286 3.662 0.502
N 0.3531 -0.3937 1.6919 0.992 -3.054 1.193
O 2.5242 -0.7734 -0.5950 -4.994 -1.760 0.259
O 2.3700 1.4100 -0.0090 4.269 7.675 0.470